Record 1
A molecular structure, C3H4N2O, computed with the ωB97M-V functional and the def2-TZVPD basis.

The geometry in XYZ format:
```
10
Properties=species:S:1:pos:R:3:forces:R:3
O 1.900 -0.267 0.570 0.58 -0.14 -0.69
C 0.882 -0.057 -0.230 0.68 -0.34 -0.31
N 0.199 -1.032 -0.759 0.19 0.06 0.62
C -1.055 -0.600 -0.237 -0.54 0.21 0.23
C -1.004 0.655 0.253 -0.75 0.01 -0.12
N 0.304 1.228 -0.140 0.01 -0.46 0.38
H 1.908 -1.237 0.665 0.41 0.08 -0.11
H -1.824 -1.353 -0.116 -0.02 0.21 0.00
H -1.484 1.104 1.106 -0.72 0.29 -0.57
H 0.175 1.558 -1.112 0.16 0.09 0.58
```
Forces are in eV/Å.

Results
**Max |F|**: 1.0 eV/Å
**LUMO energy**: 0.60 eV
**Net charge**: 0
**Energy above the lowest of the compared OMol25 structures with the same formula, charge and spin**: 3.3249 eV
**HOMO-LUMO gap**: 8.887 eV

Atom charges from the Löwdin analysis, given in e for atoms 1 to 6: 0.162, -0.524, 0.088, -0.138, -0.126, 0.065

=====

Record 2
A gas-phase ion, C5H8N (charge +1) in a non-equilibrium geometry, computed with the ωB97M-V functional and the def2-TZVPD basis.

The geometry in XYZ format:
```
14
Properties=species:S:1:pos:R:3:forces:R:3
C 0.888 -0.888 -1.289 -2.98 3.19 4.23
C 1.675 -1.620 -1.914 1.75 -1.62 -1.24
C 0.547 -0.365 0.405 1.32 -1.72 -1.89
C 1.520 0.541 1.022 0.31 0.69 0.15
C -1.537 -0.501 -0.995 -1.36 -0.44 -0.09
N -0.173 -0.008 -0.780 0.74 -0.12 -1.16
H 0.152 -1.220 0.941 -0.28 0.11 -0.14
H 2.024 0.057 1.857 -0.10 -0.05 -0.10
H 1.005 1.431 1.406 -0.05 -0.09 0.08
H 2.278 0.893 0.318 -0.10 -0.07 -0.03
H -1.573 -1.575 -0.809 0.20 0.14 0.08
H -2.231 0.011 -0.327 0.19 0.08 0.03
H -1.844 -0.331 -2.027 0.28 0.10 0.04
H -0.058 0.973 -1.069 0.07 -0.19 0.04
```
Forces are in eV/Å.

Results
**Max |F|**: 6.1 eV/Å
**LUMO energy**: -6.17 eV
**Net charge**: +1
**Energy above the lowest of the compared OMol25 structures with the same formula, charge and spin**: 6.8380 eV
**HOMO-LUMO gap**: 9.012 eV

Atom charges from the Löwdin analysis, given in e for atoms 1 to 6: -0.214, 0.227, -0.058, -0.010, 0.040, -0.083

=====

Record 3
C4H7NO2 in the gas phase in a non-equilibrium geometry, computed with the ωB97M-V functional and the def2-TZVPD basis.

The geometry in XYZ format:
```
14
Properties=species:S:1:pos:R:3:forces:R:3
C -1.481 0.157 -1.411 -1.56 2.48 2.11
O -0.089 0.028 -1.186 0.35 0.03 -1.66
C 0.203 -0.522 0.015 -0.27 -2.89 0.81
N -0.706 0.082 1.063 1.96 -0.97 0.85
C 0.094 0.488 1.965 -0.32 0.85 -0.25
C 1.539 0.337 1.665 0.18 -0.33 -1.73
O 1.572 -0.336 0.376 -1.41 0.86 0.76
H -2.112 -0.742 -1.339 0.71 -0.25 0.20
H -1.730 0.601 -2.407 0.83 -0.09 0.93
H -1.782 0.853 -0.453 -0.26 -1.42 -3.06
H 0.109 -1.717 -0.052 -0.46 2.33 0.34
H -0.200 1.028 2.876 -0.27 -0.35 -0.36
H 2.098 1.256 1.565 -0.08 0.55 0.20
H 2.028 -0.264 2.386 0.60 -0.79 0.84
```
Forces are in eV/Å.

Results
**SMILES string**: CO[C@@H]1N=CCO1
**Max |F|**: 3.6 eV/Å
**LUMO energy**: 0.94 eV
**Net charge**: 0
**Energy above the lowest of the compared OMol25 structures with the same formula, charge and spin**: 2.9043 eV
**HOMO-LUMO gap**: 10.474 eV

Atom charges from the Löwdin analysis, given in e for atoms 1 to 6: -0.108, -0.107, -0.446, 0.114, -0.110, -0.139

=====

Record 4
6 unconnected molecules or ions with the total composition C39H71N3O15S6 in a non-equilibrium geometry, computed with the ωB97M-V functional and the def2-TZVPD basis.

The geometry in XYZ format:
```
134
Properties=species:S:1:pos:R:3:forces:R:3
H -1.854 2.694 5.355 -0.05 -0.12 0.00
N -0.841 2.689 5.251 -0.18 0.05 0.49
C -0.496 3.127 4.121 0.07 0.03 -0.17
C 0.966 3.152 3.826 0.20 -0.19 -0.37
C -1.519 3.681 3.134 -0.34 -0.47 -0.39
C -1.461 3.110 1.671 1.23 0.41 1.04
C -0.365 3.884 0.928 -0.12 -0.27 -0.57
C -0.755 5.191 0.262 -0.08 0.26 -0.48
C -0.305 5.437 -1.045 -0.06 0.41 0.14
C -0.586 6.633 -1.699 -0.32 0.26 0.48
C -1.328 7.628 -1.063 0.06 -0.62 0.48
C -1.775 7.400 0.242 0.30 -0.06 -0.48
C -1.485 6.203 0.891 0.13 0.12 -0.26
O -0.988 1.703 1.841 -0.33 -0.17 -0.16
S -2.216 0.797 2.303 -0.44 -0.41 0.55
O -2.234 -0.418 1.561 0.28 0.31 -0.72
O -2.329 0.654 3.709 0.20 0.34 0.24
O -3.359 1.809 1.859 0.23 -0.16 -0.07
C -2.797 2.841 0.970 -0.88 -0.14 -0.24
C -3.861 3.940 0.894 -0.14 -0.31 0.27
C -4.371 4.521 2.201 -0.06 0.56 0.15
C -5.613 5.451 2.068 0.47 -0.30 -0.13
C -6.176 5.668 0.670 -0.72 -0.13 0.38
N -7.068 4.568 0.261 0.21 0.03 -0.17
C -2.768 2.143 -0.409 0.46 0.93 -0.20
C -2.298 2.954 -1.620 -0.76 -1.04 -0.81
O -0.929 2.759 -1.902 0.20 0.21 0.27
C -3.134 2.469 -2.851 0.85 0.08 0.02
N -2.532 2.740 -4.145 -0.48 0.07 -0.02
H 1.511 3.016 4.745 0.10 0.06 0.22
H 1.240 2.332 3.165 -0.10 -0.11 -0.20
H 1.296 4.068 3.346 0.05 0.22 0.13
H -1.352 4.751 3.105 -0.11 0.16 -0.05
H -2.497 3.485 3.553 -0.11 0.05 0.17
H 0.435 4.113 1.618 0.04 -0.12 0.25
H 0.070 3.231 0.180 -0.04 -0.03 -0.20
H 0.265 4.695 -1.574 0.07 -0.22 0.05
H -0.242 6.819 -2.704 0.16 -0.16 -0.12
H -1.531 8.559 -1.565 -0.09 0.14 -0.04
H -2.328 8.171 0.755 -0.10 0.06 0.12
H -1.831 6.083 1.904 -0.06 0.03 0.06
H -4.711 3.472 0.404 -0.10 -0.13 -0.13
H -3.529 4.715 0.216 0.24 0.19 -0.03
H -4.597 3.729 2.906 -0.05 -0.28 -0.01
H -3.589 5.104 2.675 0.11 0.09 0.03
H -6.407 5.038 2.686 -0.25 0.03 0.06
H -5.375 6.412 2.513 0.05 0.18 -0.02
H -5.401 5.850 -0.068 0.16 -0.01 -0.10
H -6.789 6.567 0.720 0.04 0.24 -0.12
H -6.781 4.134 -0.604 -0.01 0.00 -0.05
H -7.112 3.849 0.967 0.00 -0.08 0.05
H -2.207 1.211 -0.402 0.12 -0.09 0.20
H -3.800 1.870 -0.601 -0.23 -0.14 0.15
H -2.498 4.014 -1.515 0.39 0.28 0.15
H -0.711 1.831 -1.758 0.11 -0.12 -0.15
H -4.124 2.920 -2.818 -0.23 -0.10 0.18
H -3.208 1.385 -2.770 -0.36 -0.13 0.01
H -2.104 3.654 -4.164 0.11 0.06 -0.06
H -1.829 2.052 -4.358 0.26 0.06 0.00
O 1.016 -0.254 -2.666 -0.06 0.11 -0.23
S 0.490 -1.568 -2.969 0.01 -0.17 0.05
O 0.198 -1.955 -4.330 0.12 0.25 -0.09
C 1.527 -2.793 -2.207 0.14 -0.09 0.45
C 0.930 -2.973 -0.814 -0.19 0.11 -0.03
C -0.595 -2.993 -1.008 0.10 -0.12 0.15
C -0.952 -1.834 -1.940 -0.34 -0.15 0.22
H 2.557 -2.445 -2.198 -0.01 0.02 -0.15
H 1.443 -3.704 -2.794 0.00 0.01 -0.05
H 1.295 -3.881 -0.338 0.03 -0.02 -0.04
H 1.207 -2.125 -0.184 0.03 -0.01 0.01
H -0.896 -3.938 -1.465 0.04 0.00 -0.02
H -1.123 -2.902 -0.060 -0.02 0.03 -0.01
H -1.806 -2.063 -2.574 0.04 0.11 -0.11
H -1.137 -0.915 -1.386 0.07 0.02 0.00
O 4.388 -7.222 -3.474 0.07 0.06 0.16
S 2.999 -7.077 -3.123 -0.22 -0.07 -0.13
O 2.596 -6.676 -1.795 0.13 0.04 0.07
C 2.221 -6.000 -4.322 -0.14 0.02 -0.30
C 1.742 -6.941 -5.422 -0.01 -0.11 0.05
C 1.134 -8.149 -4.696 0.03 0.08 -0.01
C 2.116 -8.565 -3.594 -0.22 -0.14 -0.12
H 2.939 -5.259 -4.662 0.09 0.00 0.15
H 1.382 -5.513 -3.829 -0.02 -0.02 0.01
H 1.020 -6.453 -6.076 0.01 0.01 0.00
H 2.589 -7.260 -6.034 0.02 0.02 0.01
H 0.180 -7.862 -4.248 0.00 0.00 0.01
H 0.939 -8.976 -5.376 -0.01 -0.02 0.01
H 1.607 -8.962 -2.721 0.08 -0.05 0.03
H 2.848 -9.285 -3.955 0.10 0.07 0.03
O 0.897 -11.466 0.312 0.06 -0.08 -0.11
S 0.033 -10.486 -0.289 -0.11 0.18 0.12
O 0.033 -10.276 -1.718 0.08 -0.12 -0.07
C -1.642 -10.770 0.274 -0.20 0.04 0.17
C -1.751 -9.941 1.550 0.09 0.06 0.00
C -1.069 -8.600 1.241 -0.02 -0.07 -0.03
C 0.265 -8.912 0.550 -0.14 0.26 0.12
H -1.792 -11.836 0.425 0.10 -0.03 -0.08
H -2.316 -10.402 -0.500 0.03 0.00 -0.04
H -2.790 -9.808 1.849 0.00 -0.01 0.01
H -1.228 -10.444 2.365 -0.01 -0.03 -0.01
H -1.703 -8.015 0.572 0.00 -0.01 -0.01
H -0.912 -8.010 2.142 0.01 0.01 0.00
H 0.544 -8.161 -0.186 0.11 -0.07 -0.04
H 1.074 -9.042 1.266 0.03 -0.09 -0.04
O 6.830 -2.076 -4.128 0.03 -0.08 0.11
S 5.394 -2.000 -4.095 -0.17 0.24 -0.09
O 4.651 -2.451 -2.944 0.15 -0.13 0.07
C 4.892 -0.329 -4.498 -0.09 0.19 -0.17
C 4.759 -0.331 -6.017 0.04 -0.09 -0.02
C 4.048 -1.643 -6.373 -0.03 0.04 0.06
C 4.737 -2.765 -5.584 -0.15 0.04 -0.30
H 5.637 0.367 -4.121 0.04 -0.09 0.09
H 3.931 -0.149 -4.014 0.00 -0.03 0.03
H 4.204 0.537 -6.367 -0.01 0.00 0.00
H 5.749 -0.307 -6.477 0.01 0.02 0.02
H 2.997 -1.579 -6.082 0.01 0.00 0.03
H 4.080 -1.843 -7.443 0.00 -0.02 0.00
H 4.047 -3.550 -5.295 0.06 -0.06 0.10
H 5.577 -3.193 -6.128 0.07 0.01 0.08
O 2.782 4.797 5.704 0.05 0.14 -0.06
S 2.515 5.678 6.813 -0.06 0.01 0.22
O 1.506 6.701 6.718 -0.02 -0.01 -0.18
C 2.234 4.684 8.272 0.10 -0.17 0.21
C 3.624 4.498 8.873 0.05 0.07 -0.07
C 4.310 5.869 8.778 -0.05 -0.04 -0.01
C 4.068 6.404 7.360 0.23 0.05 0.24
H 1.749 3.754 7.982 -0.06 0.06 -0.12
H 1.585 5.254 8.935 -0.02 0.03 -0.04
H 3.567 4.144 9.901 0.00 -0.01 0.00
H 4.184 3.762 8.294 -0.02 -0.02 0.00
H 3.868 6.549 9.509 -0.02 0.00 -0.01
H 5.375 5.803 8.993 0.01 0.01 0.00
H 3.974 7.487 7.332 -0.06 0.00 -0.10
H 4.842 6.081 6.667 -0.07 -0.05 -0.06
```
Forces are in eV/Å.

Results
**SMILES string**: [H]/N=C(/C)C[C@@]1(Cc2ccccc2)OS(=O)(=O)O[C@]1(CCCCN)C[C@@H](O)CN.O=S1(=O)CCCC1.O=S1(=O)CCCC1.O=S1(=O)CCCC1.O=S1(=O)CCCC1.O=S1(=O)CCCC1
**Max |F|**: 1.7 eV/Å
**LUMO energy**: 0.31 eV
**Net charge**: 0
**HOMO-LUMO gap**: 9.553 eV

Atom charges from the Löwdin analysis, given in e for atoms 1 to 6: 0.054, 0.160, -0.407, -0.042, -0.050, -0.288

=====

Record 5
2 unconnected molecules or ions with the total composition C2H4N2O2S in a non-equilibrium geometry, computed with the ωB97M-V functional and the def2-TZVPD basis.

The geometry in XYZ format:
```
11
Properties=species:S:1:pos:R:3:forces:R:3
O -0.652 1.784 -0.498 0.37 -0.86 0.60
N -1.197 0.993 -1.201 -1.10 2.28 -1.45
C -0.976 -0.346 -1.387 0.41 -1.04 6.29
N -1.213 -1.197 -0.400 0.71 0.25 -2.50
O -1.081 -0.730 0.849 -0.12 0.38 0.70
H -1.268 -0.753 -2.247 -0.68 -1.16 -3.83
H -1.538 -1.427 1.341 0.24 0.26 0.26
C 1.978 0.413 1.009 0.49 -1.89 0.08
S 2.253 0.738 -0.524 0.50 -0.14 -0.43
H 2.315 -0.566 1.496 -0.43 1.52 -0.56
H 1.379 1.090 1.563 -0.40 0.41 0.84
```
Forces are in eV/Å.

Results
**SMILES string**: O=N/C=N\O.C=S
**Max |F|**: 6.4 eV/Å
**LUMO energy (alpha / beta)**: -0.63 / -0.76 eV
**Net charge**: 0
**Energy above the lowest of the compared OMol25 structures with the same formula, charge and spin**: 6.8797 eV
**HOMO-LUMO gap (alpha / beta)**: 7.918 / 7.838 eV

Atom charges from the Löwdin analysis, given in e for atoms 1 to 6: 0.011, -0.032, -0.185, -0.001, -0.038, 0.069

=====

Record 6
A molecular structure, C40H36As2MgN6O2S in a non-equilibrium geometry, computed with the ωB97M-V functional and the def2-TZVPD basis.

The geometry in XYZ format:
```
88
Properties=species:S:1:pos:R:3:forces:R:3
Mg -0.901 -0.355 0.412 -0.52 -0.41 0.67
C -4.144 2.135 2.774 -0.17 0.50 -0.34
O -3.517 0.992 3.361 0.36 -0.54 0.06
C -2.663 0.312 2.632 -0.20 0.10 0.55
O -2.367 0.556 1.468 -0.15 0.18 -0.41
N -2.113 -0.706 3.327 -0.06 -0.29 0.59
N -1.347 -1.657 2.646 0.11 -0.08 -0.10
H -4.877 2.471 3.502 0.07 -0.05 -0.05
H -4.633 1.861 1.839 0.00 -0.02 0.09
H -3.404 2.914 2.591 0.00 -0.04 0.03
H -2.473 -0.893 4.259 0.12 -0.01 -0.25
H -1.864 -2.532 2.540 0.02 0.25 0.08
H -0.490 -1.848 3.168 -0.29 0.13 -0.10
C 2.681 0.429 0.041 0.10 -0.03 0.21
C 2.222 1.619 0.880 0.06 0.02 -0.22
As 0.744 1.067 2.083 1.21 1.02 0.51
C 1.740 1.025 3.783 -0.24 -0.35 -0.19
C 1.697 -0.107 4.590 -0.26 -0.12 -0.31
C 2.414 -0.162 5.774 0.03 -0.04 0.08
C 3.190 0.918 6.159 -0.02 -0.03 -0.03
C 3.243 2.052 5.363 -0.01 0.02 -0.01
C 2.521 2.107 4.184 -0.14 0.15 -0.38
C -0.170 2.778 2.237 -0.24 -0.05 0.07
C -0.417 3.405 3.455 0.17 -0.36 0.11
C -1.124 4.597 3.497 -0.05 0.06 -0.04
C -1.603 5.163 2.327 0.01 0.01 0.05
C -1.376 4.537 1.110 -0.02 0.05 -0.07
C -0.667 3.349 1.069 0.08 -0.22 -0.18
As 1.246 -0.082 -1.226 1.53 0.12 -0.43
C 1.985 0.828 -2.808 -0.38 0.07 0.15
C 3.251 0.477 -3.275 -0.04 -0.29 0.31
C 3.809 1.146 -4.349 -0.01 -0.03 0.03
C 3.111 2.175 -4.964 -0.05 0.02 0.02
C 1.856 2.534 -4.503 0.01 0.04 -0.06
C 1.293 1.863 -3.428 -0.32 -0.12 0.29
C 1.749 -1.916 -1.634 -0.12 -0.15 -0.05
C 2.139 -2.801 -0.634 0.14 0.24 0.20
C 2.433 -4.120 -0.936 0.13 -0.06 0.01
C 2.312 -4.580 -2.236 0.04 0.00 0.01
C 1.883 -3.718 -3.232 -0.01 -0.05 -0.06
C 1.607 -2.395 -2.934 -0.17 0.36 -0.05
H 2.922 -0.414 0.700 -0.02 0.02 -0.20
H 3.588 0.683 -0.522 -0.27 -0.16 0.04
H 1.878 2.432 0.226 -0.02 -0.08 0.23
H 3.054 2.007 1.479 -0.28 -0.06 -0.04
H 1.098 -0.963 4.281 0.11 0.07 0.13
H 2.373 -1.044 6.395 -0.01 -0.08 0.02
H 3.756 0.877 7.077 0.05 -0.01 0.09
H 3.848 2.894 5.663 0.03 0.07 0.00
H 2.556 3.002 3.569 0.05 -0.02 0.08
H -0.045 2.964 4.375 -0.05 0.09 -0.07
H -1.295 5.086 4.444 -0.02 0.03 0.09
H -2.150 6.092 2.362 -0.05 0.11 -0.01
H -1.745 4.985 0.199 -0.02 0.02 -0.09
H -0.490 2.857 0.110 -0.01 0.14 0.08
H 3.794 -0.333 -2.797 0.02 0.06 -0.08
H 4.790 0.868 -4.705 0.06 -0.03 -0.02
H 3.549 2.695 -5.802 0.03 0.06 -0.08
H 1.319 3.339 -4.983 -0.06 0.04 -0.01
H 0.305 2.142 -3.065 0.12 0.01 -0.10
H 2.216 -2.466 0.399 0.08 -0.03 -0.11
H 2.750 -4.791 -0.150 0.07 -0.05 0.05
H 2.549 -5.606 -2.474 0.02 -0.12 -0.02
H 1.764 -4.075 -4.244 0.03 -0.02 -0.10
H 1.281 -1.712 -3.715 0.08 -0.14 -0.01
S -3.545 -3.827 -5.712 0.34 0.46 0.87
N -3.708 -2.315 -5.192 -0.28 0.68 -0.19
C -3.099 -2.191 -4.021 0.04 -1.18 -0.62
C -3.001 -1.011 -3.223 0.16 0.58 0.58
C -3.585 0.209 -3.583 0.18 -0.07 0.31
C -3.437 1.286 -2.736 0.05 -0.09 -0.05
C -2.698 1.123 -1.565 -0.26 0.41 -0.16
N -2.140 -0.020 -1.217 -0.09 0.01 -0.11
C -2.288 -1.088 -2.006 -0.61 0.28 -1.05
C -1.721 -2.335 -1.549 -0.12 -1.19 -0.62
N -1.135 -2.351 -0.344 0.06 0.12 0.14
C -0.658 -3.499 0.109 -0.07 -0.36 0.01
C -0.735 -4.700 -0.594 -0.15 0.09 -0.06
C -1.321 -4.706 -1.841 -0.02 0.32 0.24
C -1.834 -3.504 -2.337 0.35 0.20 0.80
C -2.504 -3.413 -3.594 -0.70 0.30 -1.08
N -2.696 -4.392 -4.469 0.34 -0.61 0.28
H -4.145 0.273 -4.503 -0.05 0.03 -0.10
H -3.879 2.241 -2.972 -0.02 0.08 0.03
H -2.561 1.943 -0.873 -0.03 0.10 0.01
H -0.189 -3.476 1.084 0.06 -0.01 0.02
H -0.343 -5.606 -0.160 0.07 -0.03 0.05
H -1.418 -5.600 -2.438 0.05 -0.11 0.00
```
Forces are in eV/Å.

Results
**Max |F|**: 1.7 eV/Å
**LUMO energy**: -5.67 eV
**Net charge**: +2
**Energy above the lowest of the compared OMol25 structures with the same formula, charge and spin**: 0.2855 eV
**HOMO-LUMO gap**: 7.886 eV

Atom charges from the Löwdin analysis, given in e for atoms 1 to 6: 0.437, 0.015, 0.028, -0.561, -0.024, 0.043

=====

Record 7
C5H8P2 in the gas phase in a non-equilibrium geometry, computed with the ωB97M-V functional and the def2-TZVPD basis.

The geometry in XYZ format:
```
15
Properties=species:S:1:pos:R:3:forces:R:3
C 0.441 0.426 -1.875 -0.73 1.69 -2.66
P -0.607 1.092 -0.579 -2.76 -0.44 -0.80
C -1.866 -0.338 -0.406 3.03 1.27 1.79
C -1.504 -1.072 0.705 -1.36 0.70 -2.74
C -0.243 -0.735 1.204 2.23 3.90 -1.40
C 0.436 0.396 0.552 -1.26 -5.45 4.81
P 2.076 0.988 0.920 0.34 1.22 1.73
H 1.427 0.943 -1.803 -0.71 -0.69 -0.51
H -0.132 0.632 -2.816 1.10 0.28 0.25
H 0.414 -0.623 -1.848 0.72 -1.46 0.46
H -2.602 -0.478 -1.121 -1.68 -0.27 -0.79
H -2.067 -1.926 1.041 -0.08 -0.14 0.22
H 0.098 -1.221 2.064 1.08 -0.70 1.06
H 2.673 0.166 1.969 -0.76 -0.25 -0.85
H 1.458 1.751 1.991 0.86 0.34 -0.56
```
Forces are in eV/Å.

Results
**SMILES string**: CP1=CC=CC=1P
**Max |F|**: 7.4 eV/Å
**LUMO energy**: 0.15 eV
**Net charge**: 0
**Energy above the lowest of the compared OMol25 structures with the same formula, charge and spin**: 1.3657 eV
**HOMO-LUMO gap**: 8.241 eV

Atom charges from the Löwdin analysis, given in e for atoms 1 to 6: -0.340, 0.870, -0.198, -0.202, -0.169, -0.838